C14H18Cl4O | ωB97M-V with the def2-TZVPD basis set

Atoms and positions in Å:
C (3.925, -1.444, 0.357)
C (4.338, -0.227, 1.047)
C (3.627, 1.023, 0.801)
C (2.511, 1.003, -0.142)
C (1.712, 2.343, -0.373)
C (0.878, 2.651, 0.942)
C (-0.634, 2.223, 0.874)
C (-0.872, 0.661, 0.941)
C (-1.992, 0.361, -0.154)
C (-2.134, -1.201, 0.152)
O (-2.063, -1.248, 1.590)
C (-1.636, 0.026, 2.159)
C (2.128, -0.224, -0.858)
C (2.836, -1.484, -0.621)
H (4.451, -2.403, 0.559)
H (5.170, -0.227, 1.789)
H (3.904, 1.981, 1.302)
H (1.100, 2.316, -1.310)
H (2.444, 3.191, -0.501)
H (1.391, 2.146, 1.807)
H (0.972, 3.756, 1.137)
H (-1.032, 2.579, -0.118)
H (-1.213, 2.700, 1.709)
H (-0.043, -0.043, 0.683)
H (-1.813, 0.673, -1.209)
H (-2.921, 0.742, 0.365)
H (-3.082, -1.600, -0.301)
H (-1.349, -1.797, -0.407)
H (-0.850, -0.263, 2.901)
H (-2.486, 0.602, 2.617)
H (1.274, -0.138, -1.570)
H (2.508, -2.402, -1.152)
Cl (-3.332, -1.715, -3.014)
C (-4.210, -3.256, -3.004)
Cl (-4.684, -3.677, -4.659)
Cl (-3.163, -4.525, -2.346)
Cl (-5.658, -3.102, -1.994)

HOMO ... -8.8065 eV
DFT total energy ... -66944.4224 eV
Structure (SMILES) ... c1ccc(CCC[C@@H]2CCOC2)cc1.ClC(Cl)(Cl)Cl
Energy above the lowest of the compared OMol25 structures with the same formula, charge and spin ... 49.2 kcal per mole
Multiplicity ... 1
HOMO-LUMO gap ... 9.01 eV
LUMO energy ... 0.2 eV

These are the Löwdin partial charges, in e, on atoms 1 to 6:
1 C -0.097
2 C -0.080
3 C -0.049
4 C -0.216
5 C -0.153
6 C -0.198



C18H33O6 | ωB97M-V with the def2-TZVPD basis set

Atoms and positions in Å:
C (-0.821, 0.326, 2.950)
C (0.381, 0.595, 2.028)
O (1.093, -0.584, 1.693)
C (0.729, -1.170, 0.447)
C (1.605, -0.643, -0.690)
O (1.412, 0.736, -0.754)
C (1.993, 1.381, -1.902)
C (0.981, 1.770, -2.966)
C (-0.345, 2.283, -2.398)
C (-0.535, 3.784, -2.696)
C (-1.563, 1.558, -3.026)
C (-1.569, 0.041, -2.911)
H (-0.766, 0.951, 3.841)
H (-0.814, -0.710, 3.285)
H (-1.754, 0.553, 2.438)
H (1.087, 1.252, 2.541)
H (0.062, 1.125, 1.136)
H (-0.330, -1.044, 0.214)
H (0.910, -2.246, 0.543)
H (2.639, -0.895, -0.415)
H (1.315, -1.144, -1.619)
H (2.764, 0.730, -2.337)
H (2.539, 2.255, -1.483)
H (1.457, 2.600, -3.502)
H (-0.411, 2.179, -1.306)
H (-1.540, 4.104, -2.398)
H (0.189, 4.369, -2.126)
H (-0.390, 3.955, -3.762)
H (-1.566, 1.863, -4.074)
H (-2.481, 1.930, -2.547)
H (-2.160, -0.394, -3.720)
H (-1.991, -0.282, -1.962)
H (-0.559, -0.359, -3.002)
O (6.045, 3.087, 2.871)
C (5.379, 2.219, 2.377)
O (5.004, 2.232, 1.087)
C (4.133, 1.106, 0.801)
C (4.459, 0.082, 1.879)
C (4.828, 0.979, 3.058)
H (3.098, 1.438, 0.842)
H (4.341, 0.754, -0.205)
H (3.631, -0.596, 2.070)
H (5.329, -0.510, 1.583)
H (3.954, 1.269, 3.643)
H (5.577, 0.547, 3.717)
O (-3.257, -2.018, -0.843)
C (-4.026, -2.682, -0.222)
O (-5.369, -2.654, -0.450)
C (-6.053, -3.497, 0.485)
C (-5.010, -4.501, 0.963)
C (-3.727, -3.674, 0.888)
H (-6.431, -2.874, 1.299)
H (-6.895, -3.963, -0.022)
H (-5.227, -4.904, 1.951)
H (-4.953, -5.335, 0.263)
H (-3.546, -3.113, 1.803)
H (-2.846, -4.261, 0.643)

HOMO ... -1.1332 eV
DFT total energy ... -31484.1607 eV
Energy above the lowest of the compared OMol25 structures with the same formula, charge and spin ... 0.0 kcal per mole
Multiplicity ... 1
HOMO-LUMO gap ... 3.36 eV
LUMO energy ... 2.2 eV
Total charge ... -1

These are the Löwdin partial charges, in e, on atoms 1 to 6:
1 C -0.069
2 C -0.265
3 O -0.170
4 C -0.175
5 C -0.224
6 O -0.208



C9H10ClN2 | ωB97M-V with the def2-TZVPD basis set

Atoms and positions in Å:
C (-0.857, -0.183, -2.137)
C (0.401, 0.016, -1.277)
N (1.251, -1.086, -1.231)
C (1.460, -1.311, 0.052)
C (2.336, -2.344, 0.589)
C (2.320, -2.386, 1.957)
Cl (3.361, -3.489, 2.670)
C (1.642, -1.404, 2.799)
C (0.846, -0.409, 2.291)
C (0.709, -0.345, 0.887)
N (0.035, 0.412, 0.119)
C (-0.848, 1.418, 0.433)
H (-1.542, -0.650, -1.400)
H (-0.719, -1.052, -2.882)
H (-1.132, 0.661, -2.795)
H (0.906, 0.863, -1.805)
H (2.681, -3.149, -0.006)
H (1.767, -1.406, 3.788)
H (0.362, 0.321, 2.780)
H (-1.879, 1.246, -0.045)
H (-0.411, 2.376, 0.084)
H (-0.857, 1.388, 1.459)

HOMO ... -13.1227 eV
DFT total energy ... -24989.3249 eV
Structure (SMILES) ... C[C@@H]1N=c2cc(Cl)ccc2=[N+]1C
Energy above the lowest of the compared OMol25 structures with the same formula, charge and spin ... 47.5 kcal per mole
Multiplicity ... 1
HOMO-LUMO gap ... 7.23 eV
LUMO energy ... -5.9 eV
Total charge ... +1

These are the Löwdin partial charges, in e, on atoms 1 to 6:
1 C -0.011
2 C -0.338
3 N 0.217
4 C -0.141
5 C 0.007
6 C -0.657



C34H83BrIN6O5P4S | ωB97M-V with the def2-TZVPD basis set

Atoms and positions in Å:
C (-2.519, 0.280, -3.953)
C (-1.108, -0.323, -4.117)
C (0.016, 0.586, -3.596)
C (1.061, -0.068, -2.674)
C (1.480, -1.505, -3.031)
C (0.801, -2.631, -2.262)
C (1.293, -2.794, -0.795)
C (0.180, -2.285, 0.145)
C (0.474, -2.457, 1.645)
P (-0.205, -1.128, 2.850)
I (-1.357, 0.823, 4.254)
C (1.383, -1.022, 3.927)
C (2.787, -1.010, 3.332)
C (3.803, -0.740, 4.480)
C (4.102, 0.750, 4.638)
C (4.972, 1.336, 3.520)
C (6.370, 0.729, 3.410)
C (7.090, 1.361, 2.218)
C (-1.960, -1.319, 1.926)
C (-2.591, -0.490, 0.861)
O (-2.437, -0.502, -0.309)
Br (-4.084, 0.742, 1.476)
C (-0.829, -2.530, 4.041)
C (-1.196, -2.280, 5.511)
C (-2.705, -2.150, 5.778)
C (-0.818, -3.605, 6.253)
P (0.620, 0.643, 1.545)
O (1.476, 1.586, 2.619)
O (1.802, 0.231, 0.490)
S (-0.514, 2.067, 0.834)
H (-2.540, 1.087, -3.224)
H (-2.924, 0.635, -4.899)
H (-3.219, -0.465, -3.581)
H (-0.966, -0.455, -5.189)
H (-1.123, -1.310, -3.670)
H (0.503, 1.088, -4.433)
H (-0.446, 1.383, -3.013)
H (1.960, 0.546, -2.764)
H (0.731, 0.055, -1.649)
H (1.265, -1.642, -4.095)
H (2.564, -1.588, -2.948)
H (1.078, -3.560, -2.770)
H (-0.286, -2.599, -2.276)
H (2.156, -2.134, -0.696)
H (1.515, -3.837, -0.585)
H (-0.024, -1.272, -0.197)
H (-0.695, -2.867, -0.140)
H (-0.081, -3.352, 1.919)
H (1.516, -2.739, 1.803)
H (1.284, -0.147, 4.568)
H (1.418, -1.819, 4.670)
H (3.020, -0.239, 2.607)
H (3.122, -1.962, 2.917)
H (3.342, -1.050, 5.420)
H (4.705, -1.340, 4.376)
H (3.171, 1.314, 4.675)
H (4.626, 0.916, 5.582)
H (5.092, 2.400, 3.731)
H (4.478, 1.239, 2.551)
H (6.301, -0.346, 3.267)
H (6.940, 0.986, 4.303)
H (7.031, 2.447, 2.268)
H (8.141, 1.079, 2.191)
H (6.637, 1.070, 1.271)
H (-2.086, -2.344, 1.575)
H (-2.659, -1.275, 2.757)
H (-0.055, -3.297, 4.044)
H (-1.684, -3.080, 3.639)
H (-0.606, -1.545, 6.051)
H (-2.933, -2.580, 6.752)
H (-3.265, -2.693, 5.020)
H (-3.039, -1.117, 5.819)
H (-1.027, -3.539, 7.317)
H (-1.414, -4.413, 5.823)
H (0.229, -3.842, 6.062)
H (2.139, 2.041, 2.088)
H (2.218, -0.616, 0.691)
O (6.964, 2.725, -1.616)
P (6.225, 3.943, -2.088)
N (4.638, 3.348, -2.370)
C (4.173, 2.688, -3.575)
C (3.954, 2.887, -1.163)
N (7.183, 4.313, -3.494)
C (6.755, 4.076, -4.858)
C (8.589, 3.949, -3.351)
N (5.695, 5.629, -1.943)
C (5.823, 6.194, -0.594)
C (4.498, 6.112, -2.589)
H (3.081, 2.742, -3.611)
H (4.469, 1.631, -3.632)
H (4.516, 3.189, -4.477)
H (3.359, 3.702, -0.731)
H (4.659, 2.545, -0.398)
H (3.275, 2.058, -1.357)
H (6.533, 3.018, -5.058)
H (7.543, 4.382, -5.548)
H (5.886, 4.681, -5.125)
H (8.773, 2.888, -3.567)
H (8.946, 4.148, -2.343)
H (9.191, 4.553, -4.034)
H (5.034, 5.841, 0.084)
H (5.784, 7.285, -0.627)
H (6.787, 5.916, -0.159)
H (3.576, 5.828, -2.065)
H (4.421, 5.774, -3.620)
H (4.554, 7.204, -2.615)
O (-8.460, -3.277, -3.150)
P (-8.011, -2.369, -2.040)
N (-8.524, -3.227, -0.628)
C (-9.845, -3.185, -0.040)
C (-7.848, -4.504, -0.436)
N (-8.923, -0.948, -2.460)
C (-10.102, -0.496, -1.752)
C (-9.124, -0.790, -3.897)
N (-6.810, -1.406, -1.175)
C (-5.414, -1.711, -1.519)
C (-6.936, -1.116, 0.234)
H (-9.786, -3.521, 0.999)
H (-10.576, -3.817, -0.568)
H (-10.240, -2.174, 0.008)
H (-6.964, -4.389, 0.205)
H (-7.518, -4.939, -1.385)
H (-8.506, -5.233, 0.035)
H (-10.912, -1.241, -1.752)
H (-10.490, 0.409, -2.224)
H (-9.876, -0.210, -0.722)
H (-9.970, -1.382, -4.271)
H (-8.238, -1.092, -4.452)
H (-9.307, 0.263, -4.123)
H (-5.065, -2.645, -1.055)
H (-4.753, -0.904, -1.206)
H (-5.310, -1.817, -2.604)
H (-6.655, -1.959, 0.880)
H (-7.945, -0.806, 0.504)
H (-6.271, -0.279, 0.472)

HOMO ... -4.9878 eV
DFT total energy ... -181915.9898 eV
Multiplicity ... 1
HOMO-LUMO gap ... 7.08 eV
LUMO energy ... 2.1 eV
Total charge ... -1

These are the Löwdin partial charges, in e, on atoms 1 to 6:
1 C -0.097
2 C -0.238
3 C -0.196
4 C -0.188
5 C -0.203
6 C -0.203



What is the HOMO-LUMO gap in the first record? 9.01 eV